(i)
Formula: CH4O2S2
Source: the OMol25 dataset
Level of theory: wB97M-V/def2-TZVPD

Structure (ORCA input):
```
! RIJCOSX wB97M-V def2-TZVPD def2/J DEFGRID3
* xyz 0 1
O 0.7447 0.8084 -0.6851
C 0.5485 -0.5070 -0.1335
O 0.6058 -0.3570 1.2366
S -1.1908 -1.0527 -0.5332
S -2.1333 0.3989 0.5384
H 0.2983 1.4406 -0.1457
H 1.1424 -1.1623 -0.7780
H 0.0205 -1.0152 1.6931
H -2.1667 1.1990 -0.4756
*
```

Gap between HOMO and LUMO (eV): 9.92

=====

(ii)
Formula: CH4O2S2
Source: the OMol25 dataset
Level of theory: wB97M-V/def2-TZVPD

Structure (ORCA input):
```
! RIJCOSX wB97M-V def2-TZVPD def2/J DEFGRID3
* xyz 0 1
O 0.9551 -1.0802 0.2049
C 0.7085 0.2184 0.3670
O 1.1254 0.8445 -1.0491
S -1.0658 0.6260 0.7080
S -2.2561 -0.4690 -0.5825
H 0.2571 -1.2753 -0.4790
H 1.0460 0.7888 1.2475
H 1.2695 1.7481 -0.7814
H -2.0396 -1.4014 0.3645
*
```

Gap between HOMO and LUMO (eV): 9.69

=====

Going by the energies, (i) is most stable and the next is 0.0245 hartree up.

=====

(i)
Formula: H80O40
Source: the OMol25 dataset
Level of theory: wB97M-V/def2-TZVPD

Structure (ORCA input):
```
! RIJCOSX wB97M-V def2-TZVPD def2/J DEFGRID3
* xyz 0 1
H -0.4798 -3.6011 4.2010
H -0.2650 -5.0195 3.9510
O -0.8816 -4.4577 4.4645
H -3.1971 -0.6344 -1.3741
H -2.9297 -2.1434 -1.2204
O -2.6236 -1.3632 -1.7228
H -0.7003 4.1236 -1.2207
H -1.9990 4.9208 -1.3577
O -1.3490 4.4322 -1.9009
H -5.7209 0.7865 1.6163
H -6.1098 0.2500 2.9052
O -5.4142 0.0405 2.1113
H -1.5414 -3.4321 -2.3635
H -0.4875 -4.1210 -3.3084
O -0.6386 -3.7667 -2.3811
H 2.2991 -3.5196 -5.4901
O 2.0767 -3.5392 -4.5725
H 1.9343 3.9175 3.1803
O 1.1709 4.4122 3.0501
H 1.3474 -6.0726 -1.5951
H 1.2976 -5.3470 -0.2549
O 1.7018 -5.2961 -1.1823
H 6.1129 -0.7684 0.3005
H 5.6060 0.3508 -0.4943
O 6.0474 -0.5041 -0.6241
H 1.7156 2.9355 -0.7949
H 1.1253 4.1828 0.1457
O 1.2062 3.7603 -0.6955
H 2.0688 -2.4694 1.8517
H 2.9469 -3.1829 2.7153
O 3.0069 -2.5094 2.0226
H 3.5809 5.3308 -2.5931
O 3.6996 4.4982 -2.1427
H 2.3116 -0.2465 -4.1093
H 1.2370 -0.3491 -5.0681
O 1.5495 -0.7907 -4.2892
H -5.6020 -3.5005 1.1339
H -4.6381 -2.4067 1.0243
O -5.2441 -2.8793 0.4433
H -0.8238 0.2120 -0.0375
H -1.2945 1.2420 -0.7785
O -1.5948 0.8333 0.0862
H 3.5055 2.4821 -2.3887
H 4.0974 1.2279 -2.8169
O 3.2331 1.5856 -2.5678
H 3.6017 -0.3034 2.1141
H 2.6638 0.6813 2.7213
O 3.3559 0.7138 2.0220
H 5.0141 -0.1036 3.8821
H 5.8444 0.2401 2.6239
O 5.8504 -0.2777 3.4211
H 1.4084 -0.3611 -0.7448
O 1.6696 0.5523 -0.5970
H -1.0518 -1.2017 5.8166
H -2.3367 -1.6262 4.9776
O -1.9962 -0.9707 5.7053
H -0.3953 -3.0382 0.4660
O 0.1218 -2.7623 1.2423
H -1.3913 1.9976 -5.7752
H -0.3007 1.0901 -4.9547
O -0.3968 1.7161 -5.6869
H 1.0872 -1.8893 -2.0386
H 0.9030 -2.9567 -1.1561
O 1.1302 -2.0364 -1.0207
H 0.5860 0.8864 1.6103
H -0.8109 0.3051 2.0842
O 0.1429 0.2012 2.1716
H -3.4612 3.8968 -2.5573
H -4.8251 3.3414 -2.4604
O -3.9772 3.2801 -2.0313
H 1.1316 1.3701 -2.3926
H 1.2522 2.1354 -3.7703
O 0.8629 1.3650 -3.3636
H -3.7626 0.3301 0.3602
H -5.1314 -0.1531 0.0465
O -4.3750 0.1155 -0.3803
H 5.3169 -1.2305 -2.6660
H 4.1811 -2.2795 -3.2047
O 4.5756 -1.4282 -3.2432
H 4.0732 4.6189 -0.0050
H 4.7094 4.1126 1.2409
O 3.9924 3.9587 0.6803
H -0.4425 -0.5226 -3.9785
H -1.6622 -0.3853 -3.1143
O -1.3932 -0.7416 -4.0322
H -0.7131 3.2678 4.8687
H -1.0660 4.4747 4.5293
O -1.0309 4.0482 5.3867
H -1.8128 -4.8576 -0.0788
O -2.2734 -4.1646 0.4041
H -0.1505 1.9613 3.6169
H -1.6812 1.4834 4.0447
O -0.7600 1.4960 4.1805
H 2.1999 0.4832 0.1971
H 2.3296 -2.6299 -4.2359
H 0.4438 -1.8813 0.9928
H 1.1876 5.3357 2.9675
H 2.7641 4.2739 -1.9077
H -3.3533 -4.2699 0.3497
O 0.9620 -4.7766 2.6202
H 0.2305 -5.3932 2.4348
H 0.7845 -3.9038 2.3127
O -2.8170 -3.0474 3.1767
H -2.2175 -3.7089 3.7326
H -2.6332 -3.5157 2.2999
O 2.3532 -0.9186 4.3599
H 2.0385 -0.9003 5.2328
H 3.2512 -0.9703 4.1634
O 0.8651 5.8513 -2.3396
H 0.4328 5.3458 -1.6870
H 0.3919 5.6433 -3.1496
O -6.5444 -0.1765 -2.1109
H -5.9049 -0.5029 -2.8886
H -5.8905 0.3245 -1.5891
O -2.5849 2.0716 -3.7404
H -1.9038 2.2473 -3.0289
H -2.6694 1.1368 -3.8006
O -3.4466 1.4779 2.7936
H -4.3164 1.5908 2.4334
H -3.5735 0.8591 3.5882
*
```

Gap between HOMO and LUMO (eV): 9.54

=====

(ii)
Formula: H80O40
Source: the OMol25 dataset
Level of theory: wB97M-V/def2-TZVPD

Structure (ORCA input):
```
! RIJCOSX wB97M-V def2-TZVPD def2/J DEFGRID3
* xyz 0 1
H 2.5682 -0.0050 -1.0894
H 1.2595 0.7335 -0.8243
O 1.7699 0.3129 -1.5308
H 2.2630 1.3315 6.0254
H 3.5249 0.5344 5.9827
O 3.2127 1.4433 5.9729
H -3.4026 0.4913 0.6514
H -3.4729 -0.7678 -0.1551
O -3.7766 0.1455 -0.1727
H 2.2900 -0.1595 1.7674
H 3.4047 -0.9453 1.2815
O 2.5820 -0.5663 0.9434
H 1.9035 -3.1874 -5.6319
H 1.5233 -1.8110 -5.1575
O 1.4119 -2.7456 -4.9308
H 5.2579 -0.5334 2.3359
O 4.7417 -0.8884 3.0694
H -0.3925 -2.3275 0.7002
O -1.2182 -2.7759 0.5417
H -1.8375 -0.7020 3.0741
H -2.0034 -1.5144 1.6836
O -2.3349 -0.8188 2.2682
H 1.9701 -4.7053 -4.1160
H 3.1864 -3.8429 -4.0124
O 2.9270 -4.7597 -4.1714
H -0.4361 -2.3700 4.3876
H -1.7153 -2.3584 5.2664
O -1.3967 -2.4336 4.3624
H 4.0050 1.6577 -1.5124
H 5.2638 1.6365 -0.7064
O 4.3204 1.4719 -0.6115
H -0.3145 -4.6383 -4.4724
O -1.0991 -4.2426 -4.8622
H -4.2649 0.9109 2.8342
H -3.0614 1.8601 3.2319
O -3.8855 1.7750 2.7549
H 2.6309 -2.1945 1.9311
H 3.5190 -2.2654 3.0836
O 2.6741 -2.6636 2.7762
H 0.3712 -0.9653 -0.8869
H -0.5940 -0.0876 -1.1536
O -0.3378 -0.5797 -0.3508
H 4.6882 3.4565 1.8973
H 3.6661 2.3224 2.2162
O 4.0884 3.1178 2.5442
H 4.9772 2.1882 -3.7707
H 5.0691 0.7303 -3.8938
O 4.7092 1.3994 -3.2929
H 0.8067 2.8165 -1.3120
H -0.1250 3.2023 -0.1678
O -0.0690 3.1822 -1.1317
H -2.8841 1.9926 -3.6140
O -3.4009 1.7169 -4.3885
H -3.2516 3.5364 0.6169
H -4.1130 4.7683 0.5524
O -3.1972 4.4898 0.6242
H 0.5096 2.3400 -5.0261
O -0.0809 1.6035 -5.1121
H -2.5927 -3.5581 2.9297
H -3.4066 -4.8117 2.4868
O -2.5346 -4.4921 2.6974
H -5.0053 -2.1529 -0.3953
H -4.4004 -3.5194 0.0433
O -4.9587 -3.0905 -0.6120
H -6.0024 -0.7730 2.5840
H -5.7526 0.1916 1.3842
O -5.4693 -0.6155 1.7978
H 4.3813 -1.9465 0.2138
H 5.7621 -2.5963 0.5956
O 5.3385 -1.8083 0.2586
H -2.4790 -0.5132 -2.4893
H -2.2948 0.6596 -1.6166
O -2.0452 0.3651 -2.5080
H -1.7950 -2.6273 -2.2626
H -3.4458 -2.8287 -2.0953
O -2.6625 -2.2634 -2.0799
H 1.2239 4.8161 1.8280
H 1.1123 6.2677 1.8797
O 0.7427 5.5183 1.3975
H -1.9723 4.0781 2.5408
H -1.7014 5.4611 3.0667
O -1.7508 4.5451 3.3544
H 2.0899 -0.6727 -3.0583
H 3.1686 0.1816 -3.5490
O 2.6497 -0.5793 -3.8418
H 0.9968 3.0668 1.5926
H 1.4408 1.7847 1.9391
O 0.7733 2.1745 1.3587
H -4.6132 3.8664 -2.2127
O -4.6341 3.2574 -1.4743
H 1.9589 -2.0294 4.3793
H 2.5754 -2.2945 5.7954
O 2.1699 -1.6242 5.2396
H -3.9149 1.0858 -3.8653
H 5.1948 -0.8461 3.9128
H -0.8901 1.9098 -5.4917
H -1.6198 -2.5142 -0.2883
H -0.7388 -3.3168 -4.9036
H -4.9104 2.4126 -1.8025
O -0.4288 1.5831 5.2440
H -1.2173 1.0579 5.0995
H 0.1481 1.3993 4.5112
O 2.9946 -2.6121 -0.9266
H 2.0645 -2.5482 -1.1679
H 3.2206 -3.4565 -1.3280
O 2.3732 4.3509 -1.1087
H 1.5375 4.5629 -0.6735
H 2.4331 4.9679 -1.8360
O -3.9990 -0.7136 4.8279
H -3.1860 -0.3522 5.2066
H -3.5481 -1.3962 4.3024
O 0.7304 -4.8235 -1.7340
H -0.0683 -5.0008 -2.2338
H 1.4206 -4.5395 -2.3209
O -0.8950 3.9115 -3.7361
H -1.6623 4.4859 -3.8049
H -0.6951 3.8320 -2.7891
O -0.4739 -1.2898 -3.6417
H 0.2895 -0.9880 -3.1531
H -0.8221 -0.5309 -4.1370
*
```

Gap between HOMO and LUMO (eV): 9.80

=====

Going by the energies, (ii) is most stable and the next is 0.1250 hartree up.